This record from the OMol25 dataset describes a 2-piece molecular cluster, CH6OS overall at a distorted geometry. The level of theory is wB97M-V/def2-TZVPD.

```
! RIJCOSX wB97M-V def2-TZVPD def2/J DEFGRID3
* xyz 1 2
C -2.739 0.166 2.454
S -2.479 0.405 0.473
H -3.573 -0.461 2.662
H -2.935 1.152 2.849
H -1.890 -0.450 2.657
H -2.183 0.017 -0.727
H 6.151 -0.207 -2.430
H 6.613 -1.648 -2.784
O 6.740 -0.734 -3.065
*
```

Summary:
- electronic energy (eV) = -14005.0087
- LUMO level (alpha / beta) (Ha) = -0.273 / -0.343
- <S²> = 0.755
- relative energy (zero: lowest compared OMol25 entry of this formula, charge and spin) (eV) = 2.255
- Kohn-Sham gap (alpha / beta) (eV) = 5.6 / 3.7
- HOMO energy (alpha / beta) (eV) = -13.0 / -13.0

Atom charges from the Mulliken analysis, given in e for atoms 1 to 4:
1 C -0.510
2 S 0.170
3 H 0.338
4 H 0.340


This record from the OMol25 dataset describes C24H30AgCl3GeN2O5PS as an isolated structure. The level of theory is wB97M-V/def2-TZVPD.

```
! RIJCOSX wB97M-V def2-TZVPD def2/J DEFGRID3
* xyz 0 2
Ag -0.495 -0.782 1.289
C 3.306 -1.990 0.860
C 2.808 -1.173 1.996
N 1.604 -0.646 2.108
C 1.548 -0.011 3.324
C 2.758 -0.136 3.947
N 3.534 -0.870 3.089
C 3.334 0.329 5.232
O 2.556 1.063 5.982
O 4.471 0.020 5.516
C 0.283 0.619 3.819
O 0.328 1.274 4.872
O -0.757 0.425 3.118
H 2.691 -1.823 -0.021
H 3.240 -3.052 1.104
H 4.344 -1.747 0.629
H 4.482 -1.137 3.309
H 1.641 1.180 5.560
O 0.306 0.928 -0.356
S 1.705 1.039 -0.863
C 1.804 2.617 -1.740
C 0.648 3.318 -2.027
C 0.744 4.516 -2.720
C 1.986 5.000 -3.106
C 3.140 4.293 -2.794
C 3.053 3.097 -2.100
C 1.770 0.009 -2.354
C 2.979 -0.479 -2.817
C 2.989 -1.278 -3.952
C 1.801 -1.582 -4.599
C 0.594 -1.086 -4.121
C 0.575 -0.287 -2.989
H -0.307 2.929 -1.697
H -0.152 5.075 -2.955
H 2.055 5.936 -3.644
H 4.109 4.681 -3.081
H 3.945 2.537 -1.844
H 3.901 -0.235 -2.301
H 3.924 -1.684 -4.314
H 1.809 -2.222 -5.471
H -0.330 -1.324 -4.634
H -0.348 0.109 -2.585
Cl -1.982 -4.217 -1.096
Ge -0.302 -2.857 -0.596
Cl 1.360 -3.857 -1.687
Cl 0.121 -3.566 1.538
C -3.871 1.098 2.529
C -3.635 1.007 1.021
P -2.844 -0.562 0.487
C -3.107 -0.508 -1.338
C -4.536 -0.783 -1.801
C -3.916 -1.919 1.101
C -3.507 -2.398 2.497
H -4.142 2.118 2.803
H -2.963 0.841 3.076
H -4.683 0.442 2.844
H -2.944 1.793 0.705
H -4.565 1.126 0.462
H -2.427 -1.228 -1.797
H -2.783 0.491 -1.644
H -4.847 -1.790 -1.528
H -4.588 -0.704 -2.887
H -5.244 -0.068 -1.381
H -3.815 -2.744 0.394
H -4.953 -1.576 1.090
H -2.481 -2.769 2.491
H -4.152 -3.218 2.812
H -3.573 -1.604 3.240
*
```

Summary:
- electronic energy (eV) = -156804.0968
- LUMO level (alpha / beta) (Ha) = 0.001 / -0.104
- <S²> = 0.763
- relative energy (zero: lowest compared OMol25 entry of this formula, charge and spin) (eV) = 0.564
- Kohn-Sham gap (alpha / beta) (eV) = 8.4 / 5.9
- HOMO energy (alpha / beta) (eV) = -8.4 / -8.8

Atom charges from the Mulliken analysis, given in e for atoms 1 to 4:
1 Ag 1.281
2 C -0.752
3 C -0.157
4 N 0.257


This record from the OMol25 dataset describes C27H38GaN2O5S3Si as an isolated structure at a distorted geometry. The level of theory is wB97M-V/def2-TZVPD.

```
! RIJCOSX wB97M-V def2-TZVPD def2/J DEFGRID3
* xyz -1 1
Ga 9.222 14.811 7.847
O 7.345 10.818 8.077
S 8.411 11.712 7.581
O 8.306 11.601 5.790
N 7.895 13.238 7.525
C 6.745 13.601 6.855
C 5.825 12.680 6.360
C 4.659 13.166 5.693
C 4.552 14.450 5.248
C 5.608 15.359 5.539
C 5.698 16.644 4.991
C 6.884 17.420 5.177
C 7.897 16.882 5.995
N 7.712 15.727 6.679
C 6.639 14.949 6.460
C 8.671 10.419 5.234
C 7.960 9.195 5.499
C 8.458 7.997 5.007
C 9.670 7.977 4.282
C 10.304 9.150 3.908
C 9.831 10.386 4.441
H 5.973 11.676 6.644
H 3.880 12.430 5.474
H 3.678 14.790 4.735
H 4.972 16.907 4.249
H 6.801 18.423 4.726
H 8.737 17.467 6.324
H 7.067 9.200 6.044
H 7.864 7.091 5.216
H 10.084 6.949 4.060
H 11.243 9.286 3.315
H 10.404 11.323 4.383
O 10.806 13.665 7.440
S 11.603 14.751 6.569
O 10.492 15.849 6.628
O 12.786 15.237 7.264
S 11.857 14.074 4.744
C 11.987 14.549 11.075
C 10.427 14.355 11.449
C 10.101 12.893 11.032
C 10.337 14.491 12.999
Si 9.379 15.688 10.469
C 7.504 15.845 11.087
C 7.015 14.401 11.233
C 6.534 16.523 10.087
C 7.324 16.602 12.388
C 10.141 17.494 10.384
C 11.362 17.482 9.420
C 9.112 18.498 9.841
C 10.548 17.865 11.837
H 12.708 13.819 11.514
H 12.281 15.558 11.307
H 12.151 14.382 9.982
H 10.903 12.151 11.337
H 9.954 12.788 9.919
H 9.179 12.575 11.520
H 11.144 13.883 13.423
H 9.349 14.135 13.418
H 10.503 15.501 13.350
H 6.911 13.961 10.175
H 6.026 14.342 11.689
H 7.651 13.703 11.857
H 6.335 17.583 10.459
H 5.587 15.948 9.938
H 6.900 16.619 9.042
H 8.052 16.358 13.173
H 6.331 16.414 12.865
H 7.368 17.661 12.342
H 11.014 17.239 8.401
H 12.148 16.801 9.790
H 11.870 18.495 9.377
H 8.582 18.147 8.916
H 9.608 19.405 9.533
H 8.275 18.739 10.456
H 11.219 17.136 12.333
H 9.739 18.049 12.602
H 11.237 18.720 11.839
*
```

Summary:
- electronic energy (eV) = -134595.4662
- LUMO level (Ha) = 0.062
- relative energy (zero: lowest compared OMol25 entry of this formula, charge and spin) (eV) = 0.078
- Kohn-Sham gap (eV) = 6.8
- HOMO energy (eV) = -5.1

Atom charges from the Mulliken analysis, given in e for atoms 1 to 4:
1 Ga 0.277
2 O -0.685
3 S 0.556
4 O -0.077


This record from the OMol25 dataset describes C30H43BrN2P2PbS as an isolated structure at a distorted geometry. The level of theory is wB97M-V/def2-TZVPD.

```
! RIJCOSX wB97M-V def2-TZVPD def2/J DEFGRID3
* xyz 4 1
C -0.835 7.282 -3.719
C -1.018 5.882 -3.881
C -1.304 5.462 -5.219
C -1.258 6.411 -6.270
N -1.007 7.716 -6.118
C -0.814 8.123 -4.861
C -0.895 4.916 -2.754
C -0.776 4.004 -1.914
C -0.356 2.848 -1.093
C 0.649 2.776 -0.160
C 0.880 1.584 0.521
C 0.377 0.393 0.073
C -0.474 0.342 -0.977
C -1.102 1.619 -1.350
Pb -2.600 2.668 -0.034
P 1.853 -1.470 1.031
H -1.520 4.417 -5.481
H -0.655 7.738 -2.743
H -1.411 6.089 -7.298
H -0.603 9.183 -4.748
H -1.751 1.722 -2.228
H 1.269 3.647 -0.053
H -0.509 -0.476 -1.702
H 1.621 1.613 1.302
C 2.581 -3.048 1.682
C 3.581 -3.826 0.749
H 1.719 -3.629 2.052
H 3.101 -2.790 2.618
H 3.898 -4.763 1.245
H 3.149 -4.135 -0.221
H 4.527 -3.268 0.570
C 2.046 -1.656 -0.770
C 2.984 -0.601 -1.388
H 1.032 -1.562 -1.156
H 2.389 -2.634 -1.158
H 2.998 -0.720 -2.488
H 2.654 0.432 -1.180
H 4.031 -0.774 -1.069
C 3.008 -0.229 1.763
C 4.474 -0.675 1.903
H 2.548 0.096 2.714
H 3.108 0.680 1.153
H 5.100 0.153 2.261
H 4.644 -1.487 2.623
H 4.858 -0.925 0.900
Br -0.493 -1.438 1.890
P -2.389 -2.896 -1.110
C -0.615 -3.291 -1.275
C -0.399 -4.722 -1.783
H -0.313 -3.122 -0.214
H -0.198 -2.543 -1.986
H 0.651 -4.804 -2.074
H -0.595 -5.436 -0.974
H -1.036 -4.962 -2.650
C -2.974 -2.673 0.547
C -4.274 -3.507 0.602
H -3.108 -1.565 0.576
H -2.130 -3.067 1.161
H -4.479 -3.689 1.650
H -5.118 -2.977 0.152
H -4.215 -4.479 0.094
C -2.717 -1.512 -2.294
C -3.068 -1.904 -3.757
H -1.687 -1.092 -2.373
H -3.430 -0.830 -1.750
H -3.376 -0.947 -4.207
H -2.113 -2.173 -4.248
H -3.831 -2.697 -3.914
S -0.821 2.273 3.727
C -0.525 1.131 4.963
N -1.612 0.583 5.722
C -1.438 0.234 7.064
C -0.154 0.093 7.589
C 0.948 0.305 6.739
C 0.751 0.728 5.440
H -2.558 0.712 5.369
H -2.355 0.136 7.663
H -0.052 -0.133 8.639
H 1.950 0.234 7.142
H 1.579 0.904 4.752
*
```

Summary:
- electronic energy (eV) = -139441.7899
- LUMO level (alpha / beta) (Ha) = -0.466 / -0.500
- relative energy (zero: lowest compared OMol25 entry of this formula, charge and spin) (eV) = 1.367
- Kohn-Sham gap (alpha / beta) (eV) = 4.7 / 3.8
- HOMO energy (alpha / beta) (eV) = -17.4 / -17.4

Atom charges from the Mulliken analysis, given in e for atoms 1 to 4:
1 C -0.436
2 C 0.531
3 C -0.371
4 C -0.342